Entry 1:
72
Properties=species:S:1:pos:R:3:forces:R:3 method="wB97M-V/def2-TZVPD" total_energy_ha=-8990.85133 orbital_gap_ev=10.44 smiles=ClCCCl.ClCCCl.ClCCCl.ClCCCl.ClCCCl.ClCCCl.ClCCCl.ClCCCl.ClCCCl max_force_ev_per_a=2.8 homo_ev=-10.4466 de_lowest_kcal_mol=67.1
H -21.946 13.372 -4.762 -0.22 0.25 0.06
Cl -26.869 16.905 -10.405 -0.81 -0.80 -0.96
C -22.734 16.243 2.710 1.33 0.54 0.21
Cl -20.222 8.134 -5.761 -0.25 0.05 0.03
H -17.059 6.308 -6.284 -0.14 -0.20 0.19
H -21.536 16.612 0.972 0.26 -0.04 0.04
C -25.164 20.458 -0.938 1.07 0.36 0.09
H -23.286 11.514 -3.498 0.50 0.30 0.15
Cl -27.279 17.870 -7.276 0.00 -0.32 0.20
Cl -27.979 11.179 2.361 0.62 -0.29 0.15
H -29.104 10.700 -3.670 -0.01 -0.25 0.88
H -27.065 8.172 1.904 -0.38 0.64 0.26
C -30.731 9.839 -2.182 2.34 -0.31 -1.42
H -17.870 7.278 -7.455 -0.85 -0.20 -0.10
C -25.550 20.427 -2.400 0.24 -0.24 0.62
C -30.126 10.329 -3.587 -0.90 0.22 1.01
H -25.575 10.917 2.393 -0.33 0.07 -0.19
C -18.608 7.482 -5.363 -0.04 0.08 -1.44
H -24.720 19.529 -0.581 0.15 -0.09 -0.53
H -24.479 21.274 -0.708 0.08 -0.08 -0.18
C -18.866 15.183 -9.096 0.14 -0.30 0.58
H -24.714 20.053 -2.992 -0.14 0.10 -0.06
H -18.588 15.906 -8.329 -0.10 0.04 -0.16
H -22.915 17.284 2.978 0.17 0.23 -0.54
H -30.619 10.568 -1.380 0.41 0.07 -0.31
Cl -32.414 9.561 -2.368 -1.70 -0.20 -0.20
H -18.814 14.189 -8.652 -0.29 0.08 0.04
Cl -16.802 14.458 -3.436 -0.48 0.43 -0.22
Cl -26.276 9.409 0.037 -0.54 0.10 -0.71
C -26.363 8.996 1.771 1.24 0.40 -0.94
H -24.670 17.556 -9.860 0.05 -0.87 0.11
H -25.365 8.562 1.832 -0.03 0.00 0.94
H -14.194 15.421 -4.718 -0.54 -0.03 0.43
H -18.039 14.413 -10.960 -0.14 -0.07 0.23
Cl -26.540 20.678 0.101 -1.13 0.28 0.67
C -15.101 14.090 -3.120 0.60 0.82 -0.38
C -23.590 12.558 -3.563 -0.31 0.41 -0.78
H -22.708 15.790 3.701 -0.06 -0.76 -0.36
C -25.671 17.668 -9.442 0.92 0.95 0.94
Cl -19.153 5.168 -6.746 1.28 1.54 -0.29
H -24.955 17.826 -7.484 0.01 -0.39 0.35
Cl -24.092 15.706 1.727 -0.25 -0.16 0.10
H -15.160 13.053 -2.791 0.81 0.10 -0.28
H -25.634 16.177 -7.827 -0.22 0.19 0.14
C -22.522 13.581 -3.861 0.10 0.46 0.85
H -14.614 13.772 -5.186 0.46 -0.07 -0.10
H -30.778 11.180 -3.784 0.02 -0.14 -0.79
Cl -25.967 22.074 -3.002 -0.05 -0.73 0.16
H -20.534 16.483 2.451 -0.17 -0.09 0.05
H -18.735 6.823 -4.504 0.37 0.45 0.06
C -21.392 16.081 1.913 -1.52 0.56 0.46
Cl -21.099 14.385 1.523 0.23 -0.28 0.02
H -26.362 9.918 3.621 -0.28 0.51 0.25
Cl -30.200 9.100 -4.913 -0.32 0.40 0.70
H -25.786 18.744 -9.576 -0.45 0.08 0.51
Cl -12.551 14.007 -3.965 0.33 -0.34 -0.07
C -17.920 15.249 -10.271 -1.38 0.53 -1.38
C -18.040 6.703 -6.545 -0.55 -1.40 0.80
C -25.753 17.253 -7.956 0.51 1.13 -1.27
Cl -23.298 15.254 -3.957 0.60 -0.89 -0.11
Cl -24.679 12.584 -4.998 -0.46 -0.29 0.34
H -14.733 14.739 -2.325 -0.26 -0.22 0.17
C -26.438 10.282 2.596 -0.30 -1.41 0.20
H -24.080 12.871 -2.641 -0.46 -0.21 -0.28
H -30.296 8.879 -1.905 0.20 0.22 0.15
Cl -16.241 15.346 -9.858 0.98 -0.07 0.66
H -18.002 8.383 -5.274 0.20 -0.30 0.75
H -18.150 16.145 -10.847 0.02 0.01 0.02
Cl -20.584 15.525 -9.562 0.76 -0.22 0.02
H -21.882 13.658 -2.982 0.25 -0.01 -0.21
H -26.381 19.723 -2.419 -0.22 0.37 -0.77
C -14.229 14.388 -4.373 -0.92 -0.69 0.43


Entry 2:
184
Properties=species:S:1:pos:R:3:forces:R:3 method="wB97M-V/def2-TZVPD" total_energy_ha=-6594.90662 orbital_gap_ev=3.06 max_force_ev_per_a=6.6 homo_ev=-6.0155 charge=+1
H 3.199 7.875 0.528 -0.09 0.59 -0.41
O 6.598 1.957 8.227 0.86 -2.05 1.49
H 11.694 -4.049 4.052 -0.04 -0.29 0.42
H 0.741 -6.218 -6.875 -0.07 0.54 0.35
H -2.994 -10.410 -0.271 -0.19 -0.62 -0.45
H 2.079 -3.379 -12.495 0.16 0.08 -0.34
H -11.870 -1.775 9.166 -0.65 -0.31 -0.05
O 0.125 0.518 1.892 0.97 -0.72 0.38
F 1.959 0.241 -3.636 -0.14 0.66 0.94
C 5.791 2.853 8.000 -1.43 -0.31 -1.10
C -12.581 0.142 8.318 -0.60 -0.26 -0.92
H 10.213 -5.066 4.414 0.35 -0.24 -0.22
H 5.922 6.631 -0.173 -0.35 -0.03 -0.59
H 3.047 -6.580 8.324 0.82 0.28 0.88
H 6.697 -3.750 1.488 0.66 0.10 -0.02
H -10.706 -0.705 8.906 0.71 0.41 -0.53
H -1.543 -2.426 -11.507 0.64 -0.30 0.31
F -3.708 10.416 -3.520 0.47 0.32 0.77
O 5.113 9.031 2.004 1.57 -1.12 -0.98
H -2.994 -10.754 2.111 0.49 0.04 0.55
H -12.436 2.137 7.425 -0.98 -0.07 0.38
H -2.980 -12.132 1.105 0.89 -0.16 0.28
F 0.585 3.067 2.630 -2.39 0.06 -0.40
C -2.360 10.533 -3.541 -0.52 -0.57 -0.46
S 0.319 1.014 -1.543 0.33 -0.95 -0.91
H -4.221 -2.991 -13.642 -1.45 0.49 0.49
H -3.102 -6.824 0.081 -0.11 0.02 0.12
H 7.908 -1.949 3.544 -0.10 0.20 0.60
H 2.840 -6.579 10.804 0.52 0.90 -0.05
O -1.652 0.893 0.334 1.42 1.48 -0.16
H -4.271 -11.863 1.968 -0.62 0.43 0.45
H 4.368 6.202 2.173 -0.14 0.21 0.71
H 4.296 8.300 -0.911 -0.68 0.62 0.24
H -4.811 6.229 -7.473 -0.24 -0.20 1.09
H -9.484 2.735 8.303 -0.11 0.31 0.07
F -1.832 10.837 -2.346 -0.82 -0.08 -0.69
H -3.058 -0.952 7.325 -0.65 0.20 -0.06
H 2.056 -3.776 9.279 0.03 -0.13 0.11
H 4.486 9.522 3.855 0.01 -0.01 -0.06
C -2.968 5.119 -7.585 0.81 -0.94 -2.91
C 10.523 1.140 -2.223 -0.64 0.67 -0.83
C 5.961 8.111 1.266 -1.76 0.36 -0.67
O 5.984 3.738 7.171 -0.39 2.11 -0.95
H 1.142 -7.785 12.297 -0.12 0.15 0.26
H 0.244 -6.518 8.255 -0.36 -0.14 0.85
C -3.636 -2.306 -13.029 -1.11 -2.26 -1.01
O 0.365 -8.607 -7.283 -1.37 1.11 -2.73
H -0.260 -4.331 -12.325 0.33 -0.23 -0.44
O 11.735 2.595 -0.697 -0.73 -0.45 -0.79
C 2.308 -5.951 8.820 -0.36 0.17 -1.09
H -14.586 0.925 8.511 0.16 0.10 0.23
H -4.046 -1.955 6.141 -0.02 0.34 0.12
O -2.433 13.142 -4.190 1.35 -3.27 -0.35
H 1.296 -2.664 -11.199 -0.69 -0.11 0.06
C -2.439 -7.532 0.578 -0.55 -0.83 -1.07
H -1.695 -6.967 1.140 -0.40 -0.48 0.58
O -10.667 1.267 7.466 -0.53 -1.84 1.21
H 3.355 6.860 -0.926 0.34 -0.53 0.31
H 5.561 5.286 1.616 0.49 -0.36 -0.03
C 5.140 7.046 0.463 0.48 -0.92 -0.32
O -5.103 -2.143 8.841 0.41 -0.22 -1.38
F 2.975 0.908 -1.847 1.39 0.13 0.48
H -4.219 6.243 -8.882 0.86 0.32 -0.81
F -0.848 11.182 -8.212 0.23 0.16 -0.42
H 8.954 -3.881 5.769 -0.01 -0.38 -0.03
F -2.700 11.336 -9.210 -1.77 -0.82 -1.75
C -5.152 -11.241 -0.441 1.44 0.87 0.35
C 1.245 -2.709 -12.287 -0.30 -1.16 -0.05
O 0.183 -0.425 -1.368 0.84 1.07 0.01
N -2.633 11.540 -6.042 -1.21 1.05 -4.06
N 9.401 -3.020 5.489 1.14 0.88 -0.85
H -3.128 2.971 -8.035 -0.06 0.25 0.07
H -1.765 6.088 -9.269 -0.59 -0.40 -0.54
C 0.197 4.376 -9.529 0.08 2.49 -0.01
N -3.907 6.266 -7.922 0.16 -0.29 1.36
H 0.976 3.613 -9.521 -1.00 -0.72 -0.19
C 10.663 -4.291 3.794 -0.66 1.58 -0.25
H 9.547 1.394 -2.636 -0.28 0.00 -0.03
C 1.978 1.161 -2.624 -3.02 -0.92 -0.11
H 4.580 3.004 9.720 -0.44 -0.42 0.29
O -3.831 13.466 -7.348 1.54 -1.10 -0.02
H -5.163 -9.302 1.366 -0.06 0.95 0.52
O 7.667 -4.000 3.382 -1.97 -1.20 0.30
H -0.742 -3.855 -14.857 -0.70 -0.29 0.11
N 1.169 -6.385 7.873 -0.53 1.18 0.01
H 6.476 8.663 0.480 -0.18 0.31 -0.03
H -3.873 4.029 -9.257 0.58 0.13 -0.26
O -0.438 11.693 -4.867 -1.99 0.02 0.62
H -4.662 3.873 -7.776 -0.04 -0.51 0.44
C -3.931 -10.534 0.273 -1.26 -0.04 -0.27
H -0.330 -7.248 11.451 -0.04 -0.05 -0.23
H 8.827 -2.237 5.767 -0.47 0.46 -0.03
C -1.811 12.031 -8.617 0.71 0.83 5.46
H 3.719 -4.296 8.918 -0.10 0.03 0.18
C 3.881 7.537 -0.253 1.15 0.16 0.22
H 6.778 7.608 1.782 -0.22 0.09 0.78
H 0.224 -8.980 11.433 -0.14 0.21 -0.35
C 1.935 -6.425 10.217 1.06 -0.45 1.39
O 1.208 -9.027 -5.385 0.43 1.26 2.05
N -11.678 -0.784 9.166 -0.12 1.24 -0.62
H -10.299 3.076 6.721 0.66 0.46 -0.13
H -1.164 -1.501 -12.912 -0.01 0.15 -0.43
C -4.098 -2.694 8.275 -1.52 3.24 0.81
H -4.904 -12.271 -0.697 -0.20 0.06 -0.11
C 0.519 -7.931 11.414 1.11 -0.06 0.07
H -4.596 -8.585 -0.179 -0.28 0.10 0.03
C -1.313 -2.524 -12.568 -0.97 -0.36 -0.74
H 3.640 3.505 8.319 0.33 0.26 -0.20
C 0.735 -8.183 -6.190 0.28 -2.21 0.61
H -0.292 4.698 -10.448 0.87 -0.62 -0.87
H 10.305 -2.871 5.913 0.13 -0.40 1.01
H 11.217 1.403 -3.022 0.46 -0.26 0.26
H 6.159 9.004 3.834 0.14 -0.33 -0.15
H -3.443 7.110 -7.615 -0.11 0.99 -0.41
H -2.772 4.984 -6.521 -0.30 0.54 -0.05
C 2.671 -4.408 8.639 -0.29 -1.28 0.80
S -1.906 11.851 -4.771 3.32 4.13 3.94
C 8.427 -2.860 3.244 1.13 0.61 -1.24
C 5.178 8.816 3.398 -0.79 0.27 0.27
C -13.937 0.193 8.993 0.60 0.03 0.40
C 6.472 -3.946 2.536 0.00 -0.12 -0.26
C -11.915 1.507 8.147 1.62 -0.01 -1.37
O -2.489 -3.128 -13.172 2.98 1.35 0.14
H 0.812 -4.350 -14.568 0.01 -1.04 0.46
O -3.505 -3.650 8.744 1.52 -2.30 0.01
H 4.030 5.199 1.027 -0.17 -0.27 -1.04
H -1.923 -8.111 -0.189 0.25 0.27 -0.20
H -13.683 0.459 10.019 -0.85 0.34 0.29
C -9.765 2.343 7.325 -0.39 0.14 0.36
F -1.312 13.011 -9.265 0.91 1.03 -2.55
O 9.667 1.916 -0.191 -1.12 -0.02 0.50
C -0.076 -3.386 -12.837 0.53 1.13 1.19
H 8.493 -2.731 2.164 1.13 0.43 -0.18
O -1.530 14.033 -6.688 -0.75 -2.31 -0.66
N 4.762 5.830 1.321 -0.05 0.90 1.29
C -4.302 -9.120 0.724 0.57 -0.64 -0.61
C -0.596 2.938 1.879 0.86 -0.24 -0.81
H -12.724 -0.285 7.325 0.62 -0.28 0.06
H -14.466 -0.760 8.993 0.18 -0.06 -0.05
N -3.515 -11.376 1.509 -0.44 0.18 -1.73
O -0.771 1.634 -2.253 0.93 0.49 -0.32
H 10.395 -2.070 3.887 -0.19 -0.02 -0.19
H 4.785 7.819 3.600 0.32 -0.21 0.56
H 3.890 1.803 8.521 0.34 -0.23 0.37
H -11.792 2.070 9.072 0.09 -0.07 0.31
C -3.656 3.911 -8.195 -0.72 -0.23 0.30
H 0.542 -2.871 -14.802 -0.19 1.01 0.00
H -3.954 -2.322 -11.987 -0.15 0.45 -0.09
H 10.451 0.066 -2.051 0.42 0.00 0.23
H -0.209 -6.369 -5.313 -0.09 -0.04 -0.21
H 1.330 -5.710 10.774 -0.27 0.27 -0.35
H -6.055 -11.179 0.166 0.16 -0.21 0.36
H -8.849 1.947 6.887 -0.30 0.13 -0.34
F -0.585 3.983 1.028 -0.54 0.17 0.77
O -3.208 -8.502 1.346 0.09 0.32 1.23
C 4.363 2.772 8.677 0.76 0.46 -0.06
C -3.430 -1.936 7.040 0.27 -1.36 0.95
N 0.108 -3.661 -14.347 0.45 0.71 0.56
C 0.671 -6.666 -5.884 0.70 -1.30 0.04
F 2.028 2.351 -3.192 0.53 0.56 0.02
O 1.377 -7.721 10.266 -1.41 -0.14 -1.05
H 5.730 -3.189 2.791 0.37 0.32 0.65
H -3.724 -1.363 -13.568 0.93 0.35 0.38
H 2.593 -3.984 7.637 -0.16 -0.55 -0.26
S -0.349 1.348 0.830 -3.37 -0.64 4.26
C -1.654 5.447 -8.395 2.12 -1.16 1.32
H 1.050 -5.601 7.248 -0.04 0.04 -0.87
H -2.517 -2.509 6.874 0.03 -0.12 -0.46
H 1.555 -6.539 -5.259 0.00 0.68 -0.09
H -0.977 6.020 -7.761 -0.16 0.42 0.30
H -11.757 -0.402 10.098 0.09 -0.27 0.69
C 9.803 -2.980 3.990 -1.63 -1.32 -0.48
H 0.779 5.238 -9.201 0.20 0.44 0.01
H 5.916 -4.884 2.505 0.57 -0.26 0.61
C 10.653 1.985 -0.943 1.77 -0.01 0.74
H 1.492 -1.699 -12.613 -0.41 -0.08 -0.50
F -1.748 2.968 2.635 2.32 0.04 -0.89
F -1.926 9.285 -3.852 0.26 0.46 -0.15
H -5.407 -10.669 -1.333 0.31 -0.21 -0.18
O -0.879 4.224 -8.652 -2.35 -0.25 1.39
N 0.746 1.850 -0.138 -0.11 -1.15 -3.34
H 1.409 -7.238 7.388 0.02 -0.12 -0.25
H 10.715 -4.605 2.751 -0.40 0.05 0.07
S -2.486 12.979 -7.031 -1.77 -0.11 0.22


Entry 3:
8
Properties=species:S:1:pos:R:3:forces:R:3 method="wB97M-V/def2-TZVPD" total_energy_ha=-446.59865 orbital_gap_ev="5.57 / 5.56" max_force_ev_per_a=9.8 homo_ev="-6.8448 / -7.1864" de_lowest_kcal_mol=54.9 spin_multiplicity=2
C -0.869 1.717 -1.012 -0.09 0.72 0.43
La 1.928 4.756 -0.410 -2.02 -3.69 -1.11
O -0.300 -0.967 0.048 8.40 1.73 2.73
C 0.121 2.630 -0.950 2.87 -2.54 0.15
O 1.350 2.272 -0.223 -1.67 3.03 -0.46
O 1.966 -1.458 0.667 0.30 1.89 0.28
C 0.966 -0.927 0.423 -8.63 -3.56 -2.97
O 0.287 3.635 -1.791 0.84 2.42 0.96


Entry 4:
69
Properties=species:S:1:pos:R:3:forces:R:3 method="wB97M-V/def2-TZVPD" total_energy_ha=-4752.23352 orbital_gap_ev="4.53 / 4.52" max_force_ev_per_a=0.6 homo_ev="-10.4951 / -10.4876" de_lowest_kcal_mol=9.9 charge=+1
C -0.877 2.887 -1.113 -0.08 0.07 0.11
O -1.536 -1.485 -0.791 0.11 -0.08 -0.01
O -1.565 0.967 0.142 0.06 -0.43 -0.03
H -3.226 0.329 1.502 -0.02 0.00 -0.01
C 0.358 -2.860 -1.269 -0.08 0.01 -0.01
H -1.190 8.095 -2.186 0.00 0.00 0.00
C -3.766 2.454 1.405 -0.05 0.03 -0.01
C 2.412 -1.826 -0.923 0.02 -0.01 -0.01
H -3.591 7.863 -1.700 -0.01 0.00 0.00
H 1.461 3.271 4.156 0.02 -0.03 0.01
H 0.437 1.821 4.205 -0.02 0.00 0.00
C -3.470 6.795 -1.508 0.02 0.01 0.00
H 4.157 -2.964 -1.379 0.00 0.00 0.00
C -1.891 5.020 -0.743 -0.02 -0.02 0.00
H -0.349 4.644 -2.195 0.01 -0.01 0.00
C 2.343 -4.070 -1.747 -0.02 0.02 0.01
H -5.265 3.062 -0.058 0.00 0.00 -0.01
H -5.040 3.000 3.051 0.01 -0.01 0.01
C 0.671 2.728 3.640 -0.02 0.03 0.02
H -4.309 0.900 2.770 0.01 0.01 0.02
C 4.753 0.028 3.883 0.00 0.00 0.00
H -3.481 4.987 0.657 0.01 0.00 0.02
C -1.055 7.021 -2.051 0.00 0.00 0.00
H 5.470 0.503 3.215 0.00 0.00 0.00
H -0.303 4.446 2.806 0.00 0.00 0.01
H 5.105 0.145 4.908 0.00 0.00 0.00
H 2.923 -0.928 -0.603 0.00 -0.01 0.00
C -1.806 7.278 0.306 0.00 0.01 -0.02
H 3.429 1.735 3.967 0.00 0.00 0.00
H -3.444 3.744 3.147 0.01 0.02 -0.01
O 2.970 0.511 2.360 0.00 -0.08 0.00
H -0.937 3.919 4.375 0.00 0.00 0.00
H -4.667 4.370 2.035 -0.01 -0.01 0.00
H -3.668 6.257 -2.436 0.00 0.00 0.00
H 2.848 -4.965 -2.086 0.00 0.00 0.00
C -2.641 3.047 0.532 0.16 -0.16 0.05
H -0.797 7.097 0.681 0.00 0.00 0.00
P 1.552 0.914 1.843 0.09 0.05 -0.07
O 1.220 2.353 2.340 -0.02 -0.16 -0.04
C -4.933 2.154 0.447 0.03 -0.03 0.01
Br 0.271 1.860 -2.225 -0.03 -0.27 -0.09
C 0.957 -4.022 -1.704 0.02 -0.02 -0.02
H -4.635 1.428 -0.312 0.01 0.00 0.00
C -0.549 3.577 3.415 0.02 0.02 0.00
H -2.516 6.985 1.081 0.00 0.00 0.00
H -0.020 6.855 -1.743 0.00 0.00 0.00
O 1.560 0.844 0.332 -0.22 0.09 0.09
H 4.704 -1.035 3.654 0.00 0.00 0.00
C -2.046 6.514 -1.005 -0.03 -0.01 0.03
H -2.594 1.288 2.845 0.02 -0.01 -0.01
C -1.637 2.266 -0.115 0.01 0.32 -0.10
C -0.979 4.231 -1.422 0.01 0.04 -0.02
N 1.080 -1.798 -0.889 0.03 -0.06 0.05
C -3.439 1.162 2.165 0.00 0.03 0.01
H 2.661 0.184 4.392 0.00 0.00 0.00
C 3.077 -2.960 -1.354 0.00 -0.01 -0.01
H -1.322 3.008 2.904 0.00 0.01 -0.02
H -5.776 1.739 1.003 -0.01 0.00 0.00
H -4.226 6.502 -0.778 0.00 0.00 0.00
H -1.210 6.546 -3.021 0.00 0.00 0.00
C -4.246 3.462 2.463 -0.05 -0.02 -0.04
C 3.398 0.668 3.745 0.01 0.03 0.00
C -2.716 4.386 0.189 0.06 0.06 -0.01
Pd -0.101 -0.270 -0.313 -0.11 0.54 0.25
H 0.326 -4.849 -2.000 0.00 0.00 0.00
Te -0.161 -0.758 2.267 0.01 -0.01 -0.19
H -1.919 8.350 0.139 0.00 0.00 0.00
C -1.142 -2.688 -1.192 0.08 0.04 0.03
O -1.895 -3.573 -1.479 -0.02 -0.02 -0.02


Entry 5:
15
Properties=species:S:1:pos:R:3:forces:R:3 method="wB97M-V/def2-TZVPD" total_energy_ha=-1493.96800 orbital_gap_ev="3.54 / 3.41" max_force_ev_per_a=2.7 homo_ev="-16.1909 / -16.1207" charge=+2 spin_multiplicity=2
N 15.232 15.993 -3.423 0.30 -1.50 -0.11
H 17.037 16.804 -4.129 0.03 -0.18 -0.26
O 14.565 15.008 -3.478 -0.80 0.47 0.38
O 14.949 17.002 -2.744 0.54 0.59 0.68
H 17.041 15.020 -3.731 -0.07 0.20 0.09
Sn 15.885 18.512 -0.115 0.47 -1.15 -1.25
C 19.231 14.143 -2.589 1.73 -2.01 -0.52
H 18.897 13.848 -3.584 -0.28 1.02 0.00
Cl 20.600 15.345 -2.723 -1.65 -0.37 0.35
H 18.225 17.086 -2.121 0.38 -0.07 -0.28
H 16.253 15.555 -5.200 -0.04 0.27 0.05
C 16.505 15.854 -4.182 0.30 0.73 -0.03
H 18.441 14.300 -1.855 0.29 0.78 -0.07
O 18.035 16.859 -1.190 -1.07 0.64 0.64
Cl 19.920 12.528 -2.150 -0.12 0.57 0.34


Entry 6:
17
Properties=species:S:1:pos:R:3:forces:R:3 method="wB97M-V/def2-TZVPD" total_energy_ha=-360.04062 orbital_gap_ev=8.31 max_force_ev_per_a=1.6 homo_ev=-7.5240 de_lowest_kcal_mol=98.3
H -1.780 0.830 -1.328 -0.03 0.04 -0.04
H -1.150 -0.065 -2.710 0.02 -0.01 -0.08
N 0.653 -1.404 -0.586 0.91 -1.16 -0.53
C 1.031 0.977 -0.902 0.06 -0.25 -0.46
N 1.732 1.257 1.502 0.08 0.29 0.14
C -1.297 -0.098 -1.632 0.01 -0.12 0.31
C 1.182 0.662 0.554 0.08 -0.10 0.05
H 1.567 0.862 2.425 -0.07 -0.21 -0.07
H 0.605 1.966 -1.067 -0.02 0.04 0.07
H -1.931 -0.950 -1.398 -0.02 -0.02 -0.01
C -0.561 -0.939 1.580 -0.33 -0.06 0.19
H 1.927 0.841 -1.502 0.01 -0.01 -0.03
H 0.034 -1.444 2.348 -0.07 0.06 -0.11
C 0.049 -0.253 -0.992 -0.22 0.88 0.66
H -1.089 -0.084 2.018 0.09 -0.14 0.00
H -1.276 -1.660 1.175 0.20 0.20 0.01
N 0.304 -0.497 0.514 -0.69 0.57 -0.11